# C50H55Br2N4OPS2SbSi2W

A structure of composition C50H55Br2N4OPS2SbSi2W at a distorted geometry (wB97M-V/def2-TZVPD, the OMol25 dataset).

Element x y z (Å)
1 W 0.104 -0.455 -0.846
2 Br 2.866 -1.703 -4.799
3 C 3.499 -1.652 -3.018
4 C 4.808 -1.984 -2.730
5 C 5.286 -1.792 -1.448
6 Br 7.087 -2.280 -1.096
7 C 4.526 -1.192 -0.427
8 C 4.993 -0.820 0.841
9 C 4.127 -0.124 1.689
10 C 2.833 0.125 1.314
11 N 2.294 -0.261 0.112
12 C 3.178 -0.891 -0.748
13 C 2.647 -1.183 -2.014
14 O 1.344 -0.931 -2.168
15 H 5.449 -2.381 -3.503
16 H 5.996 -1.064 1.149
17 H 4.479 0.230 2.647
18 H 2.150 0.648 1.976
19 S -1.870 1.263 -0.753
20 C -2.421 1.945 -2.265
21 C -3.561 2.752 -2.228
22 N -4.484 3.435 -2.165
23 C -1.678 1.709 -3.391
24 S -0.232 0.742 -3.242
25 C -1.975 2.282 -4.630
26 N -2.169 2.778 -5.650
27 N 1.526 -3.270 -0.121
28 C 0.848 -2.328 -0.094
29 C 1.791 -1.997 3.204
30 C 0.630 -1.636 4.073
31 C 0.652 -2.138 5.372
32 C -0.380 -1.913 6.257
33 C -1.488 -1.213 5.817
34 C -1.515 -0.711 4.534
35 C -0.456 -0.872 3.655
36 Sb -0.654 0.175 1.739
37 C -0.292 3.063 2.371
38 C 0.772 3.150 3.253
39 C 1.294 4.389 3.603
40 C 0.750 5.535 3.047
41 C -0.333 5.442 2.192
42 C -0.891 4.205 1.859
43 C -2.119 4.171 0.998
44 C -2.847 0.449 2.001
45 C -3.632 -0.323 1.152
46 C -5.010 -0.237 1.135
47 C -5.646 0.645 1.988
48 C -4.880 1.410 2.842
49 C -3.487 1.330 2.872
50 C -2.790 2.209 3.864
51 H 2.055 -3.043 3.350
52 H 2.659 -1.395 3.470
53 H 1.571 -1.852 2.149
54 H 1.507 -2.724 5.683
55 H -0.332 -2.299 7.264
56 H -2.335 -1.055 6.467
57 H -2.398 -0.206 4.196
58 H 1.198 2.246 3.683
59 H 2.123 4.457 4.296
60 H 1.160 6.506 3.296
61 H -0.772 6.346 1.789
62 H -2.862 4.871 1.380
63 H -2.549 3.175 0.978
64 H -1.895 4.468 -0.027
65 H -3.158 -1.008 0.463
66 H -5.581 -0.848 0.449
67 H -6.722 0.737 1.986
68 H -5.365 2.112 3.509
69 H -3.204 2.052 4.859
70 H -2.949 3.250 3.597
71 H -1.724 1.998 3.881
72 C 0.594 3.578 -1.645
73 P 1.399 2.019 -1.033
74 C 2.374 2.932 0.254
75 C 2.764 1.886 -2.267
76 C 2.542 2.117 -3.622
77 C 3.569 1.975 -4.538
78 C 4.839 1.616 -4.119
79 C 5.081 1.425 -2.769
80 C 4.056 1.564 -1.852
81 H -0.185 3.407 -2.383
82 H 1.353 4.230 -2.079
83 H 0.157 4.060 -0.772
84 H 3.129 2.319 0.738
85 H 2.863 3.780 -0.227
86 H 1.690 3.291 1.021
87 H 1.561 2.402 -3.973
88 H 3.367 2.141 -5.586
89 H 5.639 1.502 -4.836
90 H 6.073 1.167 -2.426
91 H 4.277 1.419 -0.807
92 C -2.671 -3.789 -3.771
93 Si -1.179 -2.662 -3.304
94 C 0.369 -3.788 -3.376
95 C -1.180 -1.589 -4.898
96 C -1.472 -1.899 -1.555
97 Si -2.002 -3.326 -0.359
98 C -1.225 -5.042 -0.699
99 C -1.676 -3.206 1.542
100 C -3.901 -3.604 -0.454
101 H -2.551 -4.164 -4.783
102 H -3.608 -3.243 -3.736
103 H -2.773 -4.653 -3.127
104 H 0.852 -3.697 -4.342
105 H 0.106 -4.832 -3.251
106 H 1.102 -3.547 -2.611
107 H -1.365 -2.228 -5.756
108 H -0.241 -1.079 -5.080
109 H -1.962 -0.835 -4.889
110 H -2.383 -1.278 -1.701
111 H -0.144 -5.009 -0.627
112 H -1.482 -5.429 -1.677
113 H -1.586 -5.757 0.036
114 H -0.612 -3.218 1.773
115 H -2.101 -4.092 2.009
116 H -2.133 -2.352 2.041
117 H -4.158 -4.153 -1.351
118 H -4.477 -2.686 -0.464
119 H -4.239 -4.190 0.394

Cartesian forces, eV/Å:
-2.151 4.784 2.046
0.134 -0.062 0.196
-1.317 0.542 0.016
0.506 0.071 0.926
0.409 -0.212 -0.603
0.063 -0.002 0.014
-0.337 -0.014 -0.193
-1.011 0.561 0.665
1.782 -0.652 -0.536
-2.229 -0.353 -2.087
2.134 -0.489 1.206
-0.272 0.266 0.983
-1.302 -0.203 -0.924
4.459 -2.218 -2.834
0.026 -0.004 0.002
0.132 0.040 0.011
-0.060 -0.038 0.070
0.067 -0.024 -0.020
-0.503 -0.064 0.149
1.872 -1.180 -0.474
-0.745 0.565 0.073
-0.167 0.097 -0.009
0.213 -0.629 1.715
-0.673 -0.190 0.430
-0.194 0.387 -0.853
-0.059 0.051 -0.180
-0.450 0.267 0.587
0.157 -0.707 -0.558
0.013 0.124 -0.093
0.268 -0.153 0.037
0.036 -0.066 0.079
-0.068 0.006 0.001
-0.075 -0.056 0.172
-0.254 0.146 0.027
0.409 0.450 -0.326
-1.654 1.036 0.700
0.278 -1.882 -0.199
0.031 -0.013 0.140
0.074 -0.078 0.098
0.106 0.128 0.047
0.046 -0.069 0.108
-0.066 -0.166 -0.149
-0.114 -0.028 0.033
0.517 -0.037 -0.038
-0.003 -0.368 -0.171
0.009 -0.169 -0.082
0.022 0.076 0.050
-0.117 0.069 0.003
-0.084 0.065 -0.048
0.115 -0.198 0.030
0.021 -0.051 -0.084
0.085 -0.043 -0.002
0.069 -0.114 0.053
0.055 -0.047 -0.006
0.000 -0.058 0.110
-0.117 0.009 0.092
-0.168 0.085 0.098
0.054 0.099 0.006
0.048 0.004 0.028
0.007 0.030 0.000
-0.068 0.031 -0.057
-0.076 0.063 0.016
-0.047 0.046 -0.051
-0.048 -0.035 -0.099
0.044 0.061 -0.028
0.009 -0.029 -0.016
-0.091 0.024 -0.002
-0.031 0.041 0.091
-0.038 -0.018 0.127
0.155 0.175 0.040
-0.108 0.209 0.181
-0.282 -0.393 0.130
0.353 1.126 -0.506
-0.104 -0.205 0.166
-0.167 -0.025 0.140
0.007 0.108 -0.026
0.076 0.024 -0.114
0.009 0.028 -0.027
0.136 0.031 0.010
-0.035 0.203 -0.163
0.031 -0.068 0.069
0.054 -0.088 0.105
-0.040 0.056 -0.016
0.023 0.157 -0.055
-0.019 -0.032 -0.022
0.052 0.036 -0.087
0.100 0.015 0.035
0.008 0.010 -0.081
0.062 -0.029 -0.068
0.112 -0.042 0.042
0.026 0.073 0.111
0.406 0.222 0.392
-0.193 -0.576 -0.423
-0.397 0.368 0.092
0.203 -0.107 0.469
-0.013 -0.492 -0.345
-0.167 -0.416 0.360
-0.144 0.557 -0.176
0.022 0.362 -0.583
0.610 0.143 -0.107
0.139 0.003 -0.254
-0.225 0.197 0.014
-0.071 -0.212 0.198
0.037 0.075 -0.222
-0.166 -0.235 0.096
0.059 0.046 0.071
-0.117 -0.416 -0.071
0.089 0.027 0.019
-0.141 0.119 0.044
0.302 -0.255 0.166
0.163 0.047 0.024
-0.051 -0.112 -0.226
-0.173 -0.036 0.230
0.052 0.047 -0.009
-0.174 -0.231 -0.082
-0.036 0.018 -0.006
-0.071 -0.137 -0.296
-0.076 0.273 -0.006
-0.001 -0.151 0.258

Output
Net charge: -1
Orbital gap (alpha / beta), eV: 4.68 / 5.25
LUMO energy (alpha / beta), eV: 0.71 / 0.90
E, Ha: -9404.65366
HOMO level (alpha / beta), eV: -4.0 / -4.3

Results of the Löwdin charge analysis, in e, for atoms 1 through 8: 0.9145, 0.8542, -0.5641, -0.1609, -0.6173, 0.7532, -0.2094, 0.0041